No. 1
ORCA calculation (wB97M-V/def2-TZVPD) on C3H6N2O4 in the gas phase in a non-equilibrium geometry.

Geometry as XYZ:
```
15
C3H6N2O4 | OMol25 | wB97M-V/def2-TZVPD
H -2.569 1.350 -0.696
O 0.654 -0.622 0.920
O -0.299 -2.178 -0.514
H 1.682 1.419 1.292
O -0.935 -2.025 1.634
N 1.384 0.197 -1.178
H 0.988 -0.558 -1.723
O 1.034 1.625 0.608
N -0.811 0.454 -0.323
H -1.158 -2.957 1.491
H 2.370 0.417 -1.145
C 0.644 0.467 -0.013
H -1.111 2.484 -0.418
C -0.350 -1.552 0.514
C -1.523 1.476 -0.448
```

Values from the calculation:
ΔE to the lowest compared entry with this formula, charge and spin	57.0	kcal per mole
structure (SMILES)	C=N[C@@](N)(O)OC(=O)O
LUMO	0.671	eV
frontier orbital gap	10.261	eV

These are the Löwdin partial charges, in e, on atoms 1 to 2: H 0.081; O 0.053

***

No. 2
ORCA calculation (wB97M-V/def2-TZVPD) on a 13-piece molecular cluster, C18H62N10O13 overall in a non-equilibrium geometry.

Geometry as XYZ:
```
103
C18H62N10O13 | OMol25 | wB97M-V/def2-TZVPD
H -0.963 4.738 -2.346
O -2.814 0.205 0.548
C 3.261 0.863 -2.323
H 0.352 1.437 6.625
C 1.403 2.035 -5.130
H -2.608 -3.816 2.131
H 2.714 -0.932 0.147
C 0.273 4.087 -0.877
H -1.642 -1.141 -1.949
O 0.711 2.108 6.028
H 3.471 1.981 3.187
H 2.192 2.525 -1.674
N 3.156 -0.829 2.439
C 3.552 2.462 2.203
O -3.829 -2.605 3.207
H 0.228 2.381 -3.365
N -0.039 0.957 -0.468
O 3.297 -0.491 -2.629
H -2.694 -4.622 -0.025
O -2.007 0.463 -2.370
O 2.559 3.429 2.145
C 0.344 0.240 0.597
H -1.690 -4.491 -2.946
H 0.605 -3.288 1.360
N 2.248 1.519 -1.849
H -1.416 1.366 4.579
H 4.591 2.839 2.299
C 0.181 1.719 -4.237
O 0.752 -2.084 3.030
H -2.057 1.308 2.048
H 2.607 -0.001 2.064
H 1.108 3.288 0.820
O 1.203 1.212 -6.226
H -2.791 1.840 -4.454
H -0.908 -6.123 -1.861
H 3.811 -2.310 -0.173
N -0.891 4.186 -1.426
O 4.474 -2.765 2.072
H 2.904 4.318 2.343
H -3.341 -2.607 4.060
O -1.098 -1.966 -1.723
C -1.881 -5.776 -1.493
C -3.081 -2.809 2.069
H 0.283 0.765 -3.680
H 3.537 -0.798 3.392
H -0.030 -1.488 1.419
H 5.225 1.259 -2.774
N 3.303 -1.646 0.460
H -3.435 2.832 1.354
C 0.105 -1.847 -2.420
C 1.046 -2.853 -1.902
C -2.997 0.869 1.794
O 1.000 0.791 1.708
C -0.573 0.684 4.530
H 1.056 2.143 3.950
H -0.471 0.741 -1.365
H 4.297 2.601 -2.280
H 1.681 -1.782 2.857
N -3.198 2.383 -1.504
N 4.293 1.606 -2.535
H -3.171 1.846 -0.612
H -4.760 1.680 0.836
C 0.623 -3.360 2.454
H 2.019 -2.874 -2.400
H -3.191 0.095 2.513
H 1.382 3.118 -5.453
H -0.083 -2.004 -3.524
C 0.726 1.452 4.783
N 0.265 3.517 0.279
H 1.532 0.734 4.808
H 1.533 -3.867 2.859
C 3.624 -1.779 1.704
H -4.504 2.207 2.460
H 0.463 -0.848 -2.104
C -1.777 -4.943 -0.228
H -0.496 3.552 0.958
H 0.739 -3.851 -2.026
H -0.765 1.848 -4.754
H 1.218 -2.742 -0.853
N -3.047 2.297 -3.584
H -1.179 -4.076 -0.361
C -2.732 1.672 -2.483
H -0.278 -3.908 2.760
H 3.499 1.748 1.437
O -2.420 -4.908 -2.497
H 2.374 1.796 -4.555
H -0.562 -1.310 -0.273
H -3.489 3.214 -3.700
H 1.273 0.248 -5.965
H -1.879 -0.032 0.579
H -3.694 -2.830 1.217
H -2.275 -2.123 1.900
O 1.455 4.415 -1.608
H -2.617 -6.542 -1.315
H -3.863 3.155 -1.640
H 1.414 1.079 -1.466
H -0.627 0.029 3.664
N -0.167 -0.931 0.578
H -0.001 2.017 -0.154
H -1.439 -5.535 0.657
H -0.796 -0.025 5.286
C -3.997 1.938 1.548
H -1.700 3.728 -1.171
```

Values from the calculation:
ΔE to the lowest compared entry with this formula, charge and spin	18.8	kcal per mole
LUMO	-0.530	eV
frontier orbital gap	8.440	eV

These are the Löwdin partial charges, in e, on atoms 1 to 2: H 0.177; O -0.103

***

No. 3
ORCA calculation (wB97M-V/def2-TZVPD) on C20H16ClFN3O8SZr as an isolated structure in a non-equilibrium geometry.

Geometry as XYZ:
```
51
C20H16ClFN3O8SZr | OMol25 | wB97M-V/def2-TZVPD
F 0.027 1.681 2.212
O 0.556 1.339 -0.525
H -4.536 2.442 1.103
H -1.293 4.267 -1.061
H -3.311 -0.445 2.730
C -2.715 2.834 0.154
C -3.806 -0.242 1.781
H 2.777 2.429 0.237
H -1.087 -6.111 3.544
H -1.613 -3.725 3.016
H 3.306 -2.228 0.024
H 2.593 2.571 1.983
C 3.079 1.994 1.193
H 2.510 -2.722 3.333
H 3.449 -1.594 -4.225
N -3.638 2.079 0.831
C -1.633 2.012 -0.001
H -4.853 0.004 1.951
C 3.581 -1.978 -2.108
H -3.727 -1.147 1.181
O 3.411 -0.332 1.383
O -0.126 3.350 -1.217
O -2.097 4.863 -0.893
H 4.625 -2.253 -2.106
C -3.103 0.864 1.079
C 2.912 -1.612 -3.285
C -0.597 -4.042 3.210
N 1.586 -1.621 -0.896
C 0.855 -1.304 -2.027
C 0.127 -1.679 2.794
C 0.418 -3.097 3.159
C 2.883 -1.978 -0.935
C -0.307 2.273 -0.636
O 0.985 -0.791 3.033
S -0.786 -0.986 -1.880
C 2.572 0.555 1.240
O -4.081 4.723 0.109
O -0.938 -1.392 2.173
N -1.893 0.796 0.572
C 1.014 -5.732 3.703
H 1.033 -1.017 -4.128
C 1.583 -1.291 -3.240
C 1.735 -3.477 3.386
O 0.946 -1.659 0.282
H 3.062 -5.113 3.823
C -3.018 4.229 -0.210
H 4.166 2.037 1.300
Cl 1.394 -7.400 4.020
C 2.040 -4.801 3.655
C -0.306 -5.366 3.493
Zr 0.359 0.108 1.117
```

Values from the calculation:
ΔE to the lowest compared entry with this formula, charge and spin	24.1	kcal per mole
LUMO	2.432	eV
frontier orbital gap	7.007	eV
charge	-1

These are the Löwdin partial charges, in e, on atoms 1 to 2: F -0.436; O -0.195

***

No. 4
ORCA calculation (wB97M-V/def2-TZVPD) on C15H42N10O10Zn2 as an isolated structure in a non-equilibrium geometry.

Geometry as XYZ:
```
79
C15H42N10O10Zn2 | OMol25 | wB97M-V/def2-TZVPD
C 3.118 0.399 3.487
N -3.711 0.269 -2.391
H -2.554 5.146 0.082
H -0.477 -0.492 -3.357
C 3.482 -0.432 0.558
C -3.666 3.397 -0.503
N -3.546 -3.171 2.642
H 6.937 -0.055 -0.731
C -3.505 -0.859 -2.951
C 0.685 -4.796 -0.118
O 5.834 -1.030 0.654
N 0.517 -6.102 -0.485
H -4.499 -3.234 2.970
O -4.177 -1.401 -3.814
C 3.321 -1.053 2.980
H -2.324 4.693 -1.618
N -3.666 2.478 0.613
O -0.028 1.041 0.950
O -1.549 0.679 -0.255
O 2.546 -0.749 -3.702
H 2.833 -2.289 1.548
C -0.358 0.470 -0.095
H -5.097 4.693 0.180
C -3.673 -2.635 1.458
H -4.071 2.920 1.426
H 1.333 2.013 4.323
H 1.659 0.304 -5.582
C 4.606 -1.185 -0.062
C -0.081 4.205 -0.311
Zn 0.860 -0.492 1.870
H 6.127 0.930 0.467
H 4.291 -2.221 -0.183
H 3.885 0.522 0.899
C 1.386 -0.540 -3.895
O 0.187 -0.610 -0.031
H 2.863 -0.258 -0.322
H -2.030 -2.057 -3.034
C -2.460 4.307 -0.608
N 0.916 -0.052 -4.998
H -1.173 -4.778 -0.475
H 7.626 -0.010 0.918
H 2.768 -1.744 3.617
N 2.819 -1.284 1.651
H 1.422 -6.544 -0.418
H -1.689 -2.342 1.778
H -0.081 -0.111 -5.146
H 0.659 -0.914 -2.021
H -3.530 2.656 -1.291
H 4.101 0.864 3.413
C -4.990 4.077 -0.712
H 0.123 4.858 -1.159
H -0.529 -3.199 0.057
H 2.796 0.390 4.529
H -4.915 4.750 -1.566
N -0.464 -4.202 -0.043
H -0.351 -6.450 -0.868
H -2.700 -2.914 3.131
H -2.285 -1.542 0.437
N -2.508 -2.133 1.225
Zn -1.730 2.077 1.123
O 1.698 -4.257 0.184
O -4.699 -2.493 0.819
H -1.879 -0.793 -1.758
O -1.345 3.604 -0.178
H 0.591 3.365 -0.483
H 4.784 -0.924 -1.106
O 2.205 1.047 2.671
H 4.344 -1.403 3.118
H -3.132 0.582 -1.626
H 2.729 2.804 3.665
H -5.876 3.468 -0.895
C 6.708 0.018 0.332
N 0.444 -0.602 -2.957
N -2.370 -1.269 -2.502
H 1.326 3.017 2.861
C 1.852 2.220 3.387
H 0.210 4.697 0.617
H -4.446 0.818 -2.814
H -4.429 1.843 0.423
```

Values from the calculation:
LUMO (alpha / beta)	-10.534 / -13.412	eV
multiplicity	2
frontier orbital gap (alpha / beta)	5.980 / 3.102	eV
charge	+3

These are the Löwdin partial charges, in e, on atoms 1 to 2: C -0.195; N 0.175

***

No. 5
ORCA calculation (wB97M-V/def2-TZVPD) on H3O4P in the gas phase in a non-equilibrium geometry.

Geometry as XYZ:
```
8
H3O4P | OMol25 | wB97M-V/def2-TZVPD
H -2.543 -0.104 -0.543
H 1.139 -1.107 1.185
O 1.894 -0.817 0.775
P 0.560 1.152 0.100
H 0.310 1.250 -1.421
O 1.394 -0.108 -0.352
O -1.124 0.176 0.744
O -1.629 -0.442 -0.488
```

Values from the calculation:
ΔE to the lowest compared entry with this formula, charge and spin	115.6	kcal per mole
structure (SMILES)	OOPOO
LUMO	0.189	eV
frontier orbital gap	9.916	eV

These are the Löwdin partial charges, in e, on atoms 1 to 2: H 0.083; H 0.023

***

No. 6
ORCA calculation (wB97M-V/def2-TZVPD) on an isolated ion of composition C7H8NO3P and charge -2 in a non-equilibrium geometry.

Geometry as XYZ:
```
20
C7H8NO3P | OMol25 | wB97M-V/def2-TZVPD
H -2.230 -2.080 -0.625
O -1.920 0.276 1.727
C -0.882 -0.569 -0.752
O -3.515 -0.455 -0.237
H 0.847 -1.114 1.612
H 2.600 2.689 -1.202
C 1.128 -0.228 0.956
P -2.352 0.417 0.267
C -1.106 -1.936 -0.192
O -2.293 1.815 -0.319
H -1.015 -0.511 -1.782
C 2.272 0.441 1.291
H -0.539 -2.773 -0.520
H 2.642 0.213 2.238
H 0.705 1.515 -1.983
N 2.908 1.375 0.547
C 1.192 1.088 -1.089
C 0.543 0.145 -0.293
H -1.315 -2.035 0.972
C 2.329 1.727 -0.616
```

Values from the calculation:
structure (SMILES)	C[C@H](c1ccncc1)P(=O)([O-])[O-]
LUMO	6.211	eV
frontier orbital gap	6.005	eV
charge	-2

These are the Löwdin partial charges, in e, on atoms 1 to 2: H 0.090; O -0.468

***

No. 7
ORCA calculation (wB97M-V/def2-TZVPD) on C6H7BrClFN2 in the gas phase in a non-equilibrium geometry.

Geometry as XYZ:
```
18
C6H7BrClFN2 | OMol25 | wB97M-V/def2-TZVPD
F -1.361 1.080 1.840
Br -0.928 -2.244 1.702
H 2.060 0.037 0.859
C -0.825 1.309 0.583
H 0.781 0.301 1.941
N -1.809 1.355 -1.746
C 1.425 -0.446 1.558
C -1.765 1.541 -0.453
H 1.120 -2.178 0.334
H 1.811 -0.868 2.449
C -0.133 -0.518 -0.272
H -2.361 2.434 -0.258
H -0.552 0.437 -3.244
Cl -0.165 -2.307 -2.339
C -1.268 0.203 -2.384
N -0.407 -0.606 -1.476
H -2.045 -0.468 -2.894
C 0.571 -1.341 0.600
```

Values from the calculation:
ΔE to the lowest compared entry with this formula, charge and spin	55.9	kcal per mole
LUMO (alpha / beta)	-1.371 / -1.369	eV
frontier orbital gap (alpha / beta)	6.925 / 6.929	eV

These are the Löwdin partial charges, in e, on atoms 1 to 2: F -0.062; Br 0.663

***

No. 8
ORCA calculation (wB97M-V/def2-TZVPD) on C20H26BIN7O4SZn as an isolated structure.

Geometry as XYZ:
```
61
C20H26BIN7O4SZn | OMol25 | wB97M-V/def2-TZVPD
C 1.024 -2.693 -2.050
N -1.820 0.448 0.215
H -1.167 2.733 3.506
C 0.789 3.519 -0.446
C 0.359 2.510 -2.362
C -0.475 -2.891 -0.236
C -0.041 -4.304 -0.154
C -1.767 1.828 3.598
H 3.558 -2.465 -0.627
N 0.337 -2.074 -1.079
C -4.145 -0.049 -0.499
B 0.256 1.546 1.162
C 0.793 3.721 -1.814
C -3.113 0.388 0.488
H 0.012 3.034 -4.402
C 1.372 -4.001 -2.095
H 0.340 4.660 1.315
O -3.829 -2.709 -2.108
H 2.100 -0.317 4.435
N 1.370 0.483 1.237
N 0.365 2.267 -0.210
N 0.109 1.648 -1.389
H 3.739 -0.933 -1.478
H 1.294 1.183 3.948
C 0.170 2.141 -3.798
H -4.288 -1.130 -0.494
N 2.029 0.098 0.114
H 3.590 -1.518 2.509
H 4.890 -1.381 -0.201
C 0.825 -4.811 -1.046
H 1.112 -5.855 -0.988
I 1.583 -1.433 -3.646
H -4.285 0.967 2.288
H -5.091 0.439 -0.262
H -2.692 2.073 4.118
H 1.483 5.415 0.193
H -3.845 0.216 -1.512
O -1.692 -3.553 -2.968
C 1.173 4.471 0.638
Zn -0.545 -0.316 -1.302
O -1.970 -1.185 -2.486
H 0.434 -0.352 3.859
C 3.842 -1.417 -0.507
N -1.184 0.961 1.310
H 1.047 1.617 -4.179
C 1.920 -0.093 2.334
C 2.951 -0.896 1.902
C 1.407 0.122 3.719
H -0.686 1.476 -3.921
S -2.395 -2.595 -2.160
H 1.073 4.620 -2.338
H -1.208 1.124 4.213
H 0.409 2.347 2.046
H 1.938 -4.417 -2.911
H 1.999 4.079 1.233
C 2.966 -0.743 0.497
O -1.951 -2.780 -0.634
C -2.097 1.243 2.264
C -3.338 0.881 1.781
H -0.478 -4.912 0.628
H -0.554 -2.433 0.751
```

Values from the calculation:
ΔE to the lowest compared entry with this formula, charge and spin	5.9	kcal per mole
LUMO	2.412	eV
frontier orbital gap	6.681	eV
charge	-1

These are the Löwdin partial charges, in e, on atoms 1 to 2: C -0.802; N 0.063